(1)
Formula: C28H52N3O19
Source: the OMol25 dataset
Level of theory: the ωB97M-V functional and the def2-TZVPD basis

CARTESIAN COORDINATES (ANGSTROEM)
O (0.97203, -4.34737, 0.74192)
O (-1.43450, 5.80837, -2.18888)
O (-6.47941, -2.61632, 5.47247)
O (2.71215, -4.74470, -0.48039)
O (0.00740, 0.00753, 1.27175)
O (2.92522, -4.83620, 1.76429)
O (5.62695, 0.11968, 1.52782)
O (5.56324, -3.62993, -2.67834)
O (-0.61031, 6.23126, -7.10604)
O (-0.05893, 6.44581, -9.28598)
O (-0.54742, 4.19551, -1.06238)
O (7.00443, -5.22429, -2.50152)
O (7.37259, -3.60371, -4.03317)
O (-6.37275, -3.20855, 7.54617)
O (-0.00025, 4.41829, -3.24268)
O (-1.49392, 7.84160, -8.23940)
O (5.45172, -0.34301, -0.67620)
O (3.66546, 0.12210, 0.62398)
O (-6.25921, -4.81154, 5.96066)
N (-3.94868, -2.10547, 0.61712)
N (-1.15096, 1.24982, 2.80532)
N (-4.75006, -1.06382, 0.50278)
C (-6.48311, -2.97206, 4.09603)
C (0.31761, 3.06260, -1.00065)
C (5.11847, -2.41673, -3.29076)
C (0.25286, 5.09393, -7.02801)
C (-4.09540, -0.45564, 2.77429)
C (-4.22860, 0.47414, 3.92544)
C (-3.72615, 1.93246, 3.69093)
C (8.22277, -5.85006, -2.91424)
C (7.04437, -0.04852, 1.42074)
C (-0.66020, 6.80368, -8.30994)
C (-2.04198, 1.67812, 1.72877)
C (2.27754, -4.66365, 0.76760)
C (-4.80298, -0.31323, 1.55995)
C (4.96785, -0.06220, 0.38726)
C (-3.27248, -1.56474, 2.84966)
C (-3.27618, -2.34579, 1.71831)
C (0.39737, -4.22959, 2.03559)
C (-0.02662, 0.55895, 2.36331)
C (6.71536, -4.10065, -3.16160)
C (-3.36484, 2.30579, 2.24954)
C (-0.60272, 4.77643, -2.26666)
C (4.10651, -5.07850, -0.59259)
C (-6.25400, -4.22496, 8.55001)
C (-1.64498, 8.55516, -9.46885)
C (-6.36086, -3.66528, 6.30184)
C (2.83509, -0.03962, -0.52917)
C (1.17340, 0.45165, 3.28532)
C (-1.59159, 6.53020, -3.41684)
H (1.50513, -0.58226, 3.26764)
H (-0.65073, -3.97410, 1.89163)
H (8.17082, -6.13728, -3.96262)
H (-2.28747, 7.34176, -3.22638)
H (0.46021, -5.17276, 2.57643)
H (-0.02114, 2.28082, -1.67938)
H (1.96095, 1.07084, 2.85466)
H (4.94360, -2.56215, -4.35567)
H (-5.54500, -3.45853, 3.82405)
H (1.28033, 5.37486, -7.25212)
H (2.91271, -1.05145, -0.92504)
H (0.20077, 4.72877, -6.00488)
H (-3.20704, 3.38686, 2.24944)
H (8.34062, -6.74309, -2.30704)
H (7.45833, 0.12520, 2.40967)
H (-2.34144, 9.36704, -9.27923)
H (-2.05585, 7.90751, -10.24112)
H (3.09923, 0.68912, -1.29521)
H (0.27698, 2.68264, 0.01633)
H (-2.70087, -1.79372, 3.73399)
H (1.81028, 0.13441, -0.21391)
H (1.34495, 3.34197, -1.22870)
H (9.07043, -5.18937, -2.74329)
H (-6.27737, -3.72174, 9.51178)
H (0.88055, -3.43501, 2.60356)
H (-0.88756, 2.03609, 3.38791)
H (-7.08885, -4.91997, 8.49181)
H (-2.89427, 2.16041, 4.35005)
H (-4.18068, 2.15469, 1.54748)
H (-6.58214, -2.04988, 3.52527)
H (-3.62027, 0.05174, 4.72663)
H (4.34819, -5.11672, -1.64218)
H (0.95690, 0.76880, 4.30470)
H (-3.87235, -2.72326, -0.18251)
H (-0.64134, 6.95045, -3.73965)
H (4.29999, -6.05523, -0.15156)
H (-4.52674, 2.60762, 3.99545)
H (7.28772, -1.06169, 1.10649)
H (-2.00454, 5.88684, -4.19135)
H (4.18137, -2.14376, -2.81330)
H (-5.47588, 0.53278, 1.49090)
H (-7.32723, -3.61736, 3.86031)
H (-2.27296, 0.87876, 1.02975)
H (-1.54675, 2.44758, 1.13322)
H (-0.08364, 4.30909, -7.70340)
H (5.83961, -1.62002, -3.12633)
H (-2.66822, -3.24283, 1.71798)
H (-5.30939, -4.75552, 8.44848)
H (-0.69254, 8.97202, -9.79078)
H (7.46547, 0.67616, 0.72662)
H (4.71934, -4.31576, -0.11826)
H (-5.24346, 0.48169, 4.32708)

Properties
orbital gap	7.18	eV
total charge	+1
2S+1	1

(2)
Formula: C28H53I3O7
Source: the OMol25 dataset
Level of theory: the ωB97M-V functional and the def2-TZVPD basis

CARTESIAN COORDINATES (ANGSTROEM)
I (3.05071, 2.79321, -0.29290)
I (3.13749, -1.46029, -2.03953)
I (6.62987, -2.33626, -3.15732)
O (-2.07414, -0.71621, 0.71742)
O (3.49842, 5.39665, -3.18624)
O (-1.17381, 6.29053, -0.86333)
O (5.09660, -2.75818, 1.37526)
O (-7.35262, -1.63196, 1.84774)
O (3.43365, -1.24159, 1.20180)
O (5.01874, -7.02493, 0.72895)
C (-7.85794, -2.12720, 0.60551)
C (-3.48357, 6.68642, -1.16471)
C (2.73175, 0.90316, 2.12262)
C (-2.34971, 5.70459, -1.42628)
C (-8.39790, -0.97181, 2.56643)
C (0.85043, 0.74522, 0.39583)
C (3.88966, -8.35043, 2.32618)
C (3.88169, -7.01436, 1.59627)
C (-9.54651, -0.79390, 1.58315)
C (5.14102, -4.23190, -1.31364)
C (5.77919, -2.86371, -1.25813)
C (-3.13979, -2.81502, 0.51210)
C (-2.21196, -1.82346, -0.17638)
C (3.88854, 0.06476, 1.63414)
C (5.38475, -8.64754, 2.40694)
C (1.18803, 5.79846, -3.48614)
C (-9.37421, -2.01599, 0.68495)
C (4.85026, -1.74727, -0.78105)
C (4.46454, -1.97692, 0.68319)
C (-1.42472, 7.65773, -0.53123)
C (-4.03810, -1.88584, 1.32526)
C (-2.74620, 8.02271, -1.19328)
C (2.31944, 4.81761, -3.75542)
C (1.87907, 1.64381, 1.09590)
C (-3.05228, -0.81075, 1.75822)
C (1.92541, 7.13393, -3.50058)
C (3.24618, 6.76077, -2.84173)
C (5.87656, -8.11673, 1.06722)
H (-2.64379, -1.46282, -1.11662)
H (-3.91147, 6.51461, -0.17463)
H (1.40206, 7.93009, -2.97242)
H (4.23415, -4.23041, -1.90758)
H (2.98157, -6.85921, 1.00040)
H (4.56507, -0.09990, 2.47098)
H (-2.56923, -3.46566, 1.17889)
H (5.39855, -0.81028, -0.80307)
H (-2.18894, 5.55990, -2.50062)
H (1.32032, 2.39105, 1.64205)
H (-8.69348, -1.60186, 3.41218)
H (-9.84020, -1.91177, -0.29337)
H (1.06156, -0.30305, 0.54436)
H (0.75878, 5.62075, -2.49783)
H (-8.01932, -0.02633, 2.95567)
H (3.38722, -9.11250, 1.72626)
H (-3.26892, 8.82487, -0.67498)
H (0.79088, 0.96765, -0.66009)
H (-3.68171, -3.44277, -0.19374)
H (-4.81094, -1.45407, 0.68753)
H (-9.40922, 0.12106, 1.00278)
H (3.98312, -6.17781, 2.29596)
H (2.14617, 3.84074, -3.30277)
H (-3.52055, 0.16433, 1.89711)
H (-2.57774, 8.33629, -2.22598)
H (5.79890, -8.87913, 0.28444)
H (-4.28372, 6.61033, -1.89909)
H (3.09866, 1.59876, 2.86893)
H (2.05402, 0.23097, 2.64680)
H (3.18078, 6.83912, -1.75092)
H (-1.22395, -2.23594, -0.38601)
H (0.38776, 5.73063, -4.22256)
H (-9.79289, -2.90042, 1.16986)
H (5.61650, -9.70134, 2.55261)
H (-7.51266, -3.15204, 0.46447)
H (-4.53087, -2.37040, 2.16507)
H (-1.48774, 7.74771, 0.55857)
H (6.60522, -2.88583, -0.55990)
H (-0.13068, 0.95960, 0.80230)
H (-7.45676, -1.51112, -0.20725)
H (-2.51479, 4.72927, -0.96778)
H (-2.54507, -1.08813, 2.68915)
H (4.08097, 7.37385, -3.18380)
H (-10.51665, -0.74296, 2.07441)
H (5.83562, -8.08244, 3.22550)
H (4.91376, -4.60099, -0.32171)
H (5.83323, -4.93077, -1.76853)
H (-0.59031, 8.26749, -0.88011)
H (4.46153, 0.54731, 0.84811)
H (3.39823, -8.30213, 3.29646)
H (2.09534, 7.46042, -4.52956)
H (2.48628, 4.67952, -4.82969)
H (6.90685, -7.76152, 1.10253)

Properties
orbital gap	9.20	eV
2S+1	1

HOMO level values, unit eV, following the record order: -11.99 -8.84.